1.
The following is a quantum chemistry calculation of C40H34Cl3CoFN6O8Sb as an isolated structure, from the OMol25 dataset.

```
94
C40H34Cl3CoFN6O8Sb ωB97M-V/def2-TZVPD
Co 1.30 0.68 0.40
C -0.93 2.80 -1.24
C -0.05 3.56 -0.30
C -0.07 4.96 -0.35
C 0.73 5.71 0.49
C 1.55 5.03 1.37
C 1.52 3.65 1.37
N 0.74 2.92 0.58
Sb 2.89 2.75 2.76
C 4.03 1.34 1.60
C 5.39 1.40 1.87
C 6.25 0.66 1.07
C 5.72 -0.08 0.04
C 4.34 -0.10 -0.18
C 3.82 -0.85 -1.36
N 3.51 0.58 0.63
C 1.49 1.27 3.46
C 1.16 1.38 4.80
C 0.33 0.43 5.36
C -0.12 -0.59 4.55
C 0.23 -0.64 3.21
C -0.30 -1.79 2.41
N 1.04 0.29 2.66
H -1.12 3.39 -2.14
H -0.49 1.85 -1.50
H -1.89 2.62 -0.76
H -0.72 5.44 -1.07
H 0.72 6.79 0.45
H 2.23 5.56 2.03
H 5.75 2.03 2.66
H 7.32 0.69 1.24
H 6.36 -0.63 -0.63
H 4.57 -1.54 -1.74
H 2.91 -1.38 -1.10
H 3.57 -0.14 -2.15
H 1.55 2.21 5.37
H 0.04 0.48 6.40
H -0.75 -1.37 4.95
H -1.22 -2.16 2.86
H -0.51 -1.50 1.39
H 0.43 -2.60 2.39
Cl 3.75 1.83 -3.90
C 2.82 3.01 -2.94
C 2.74 2.55 -1.48
O 3.40 3.16 -0.64
O 1.97 1.54 -1.31
H 1.82 3.05 -3.37
H 3.32 3.97 -3.01
Cl -0.81 0.04 -3.96
C -2.24 -0.89 -4.16
C -2.45 -1.53 -5.37
C -3.64 -2.20 -5.60
C -4.61 -2.25 -4.62
C -4.39 -1.63 -3.41
Cl -5.58 -1.84 -2.17
C -3.21 -0.92 -3.13
N -2.98 -0.31 -1.90
C -3.84 0.62 -1.33
C -4.75 1.28 -2.17
C -5.61 2.25 -1.69
C -5.59 2.60 -0.35
C -4.70 1.96 0.49
C -3.82 0.97 0.05
C -2.94 0.33 1.10
C -1.51 0.93 1.22
O -1.27 1.72 2.11
O -0.67 0.44 0.37
H -1.69 -1.47 -6.14
H -3.80 -2.70 -6.55
H -5.53 -2.79 -4.78
H -2.05 -0.41 -1.50
H -4.74 1.05 -3.22
H -6.29 2.74 -2.37
H -6.25 3.36 0.03
H -4.67 2.23 1.54
H -2.84 -0.74 0.92
H -3.39 0.50 2.07
F -1.91 -6.33 1.64
C -0.66 -5.85 1.65
C -0.23 -5.05 0.67
N 1.04 -4.54 0.64
C 1.44 -3.65 -0.44
C 0.67 -2.30 -0.31
O -0.52 -2.32 -0.57
O 1.39 -1.34 0.11
C 1.94 -4.80 1.66
O 3.06 -4.33 1.70
N 1.46 -5.65 2.64
C 0.20 -6.23 2.76
O -0.07 -6.95 3.69
H -0.89 -4.75 -0.14
H 1.18 -4.09 -1.40
H 2.51 -3.49 -0.35
H 2.12 -5.87 3.37
```

Per-atom Löwdin charges, elementary charge units:
1 Co 0.8319
2 C -0.0119
3 C -0.2707
4 C -0.0031
5 C -0.0403
6 C -0.1233
7 C -0.4332
8 N 0.0706
9 Sb 1.5828
10 C -0.4201
11 C -0.1271
12 C -0.0392
13 C -0.0034
14 C -0.2540
15 C -0.0128
16 N 0.0637
17 C -0.4233
18 C -0.1235
19 C -0.0404
20 C -0.0088
21 C -0.2633
22 C -0.0067
23 N 0.0794
24 H 0.0941
25 H 0.0430
26 H 0.0864
27 H 0.1190
28 H 0.1134
29 H 0.0841
30 H 0.0798
31 H 0.1144
32 H 0.1181
33 H 0.0916
34 H 0.0463
35 H 0.0355
36 H 0.0822
37 H 0.1146
38 H 0.1195
39 H 0.1010
40 H 0.0348
41 H 0.0936
42 Cl 0.6022
43 C -0.4612
44 C -0.6916
45 O 0.0283
46 O -0.1107
47 H 0.0731
48 H 0.0765
49 Cl 0.7292
50 C -0.5833
51 C -0.1155
52 C -0.0871
53 C -0.1135
54 C -0.5848
55 Cl 0.7474
56 C -0.2950
57 N 0.0831
58 C -0.2366
59 C -0.0544
60 C -0.0898
61 C -0.0972
62 C -0.0470
63 C -0.1577
64 C -0.0278
65 C -0.6091
66 O 0.0575
67 O -0.1039
68 H 0.1032
69 H 0.1065
70 H 0.1033
71 H 0.1037
72 H 0.1132
73 H 0.1031
74 H 0.0978
75 H 0.1153
76 H 0.1234
77 H 0.1179
78 F 0.0904
79 C -0.1852
80 C 0.0478
81 N 0.0070
82 C -0.0177
83 C -0.6041
84 O 0.0402
85 O -0.0883
86 C -0.4790
87 O 0.0836
88 N 0.2159
89 C -0.4014
90 O 0.1040
91 H 0.1495
92 H 0.1405
93 H 0.1161
94 H 0.1674

***

2.
82
Properties=species:S:1:pos:R:3 method="wB97M-V/def2-TZVPD" e_above_lowest_kcal_mol=54.92
Ga 0.05 0.08 0.61
C -0.50 1.67 -3.98
N -0.50 0.53 -3.05
C 0.12 -0.50 -3.40
C 0.24 -1.67 -2.46
C 1.36 -2.63 -2.68
C 1.88 -3.21 -1.60
C -0.24 -2.81 -0.49
N -0.55 -1.74 -1.46
C 0.88 2.22 -4.27
C 1.24 2.58 -5.56
C 2.49 3.14 -5.82
C 3.39 3.34 -4.79
C 3.04 2.97 -3.49
C 1.79 2.42 -3.24
H -1.10 2.45 -3.53
H -0.99 1.37 -4.91
H 0.65 -0.58 -4.36
H 1.73 -2.79 -3.68
H 2.72 -3.90 -1.66
H -0.72 -2.56 0.45
H 0.54 2.42 -6.38
H 2.75 3.42 -6.83
H 4.36 3.77 -4.99
H 3.74 3.13 -2.68
H 1.52 2.15 -2.22
C 1.17 5.22 -1.37
C 1.82 4.62 -0.26
C 1.10 3.92 0.66
C -0.31 3.79 0.55
C -1.12 3.07 1.49
C -2.47 2.97 1.31
C -3.10 3.58 0.20
C -2.36 4.26 -0.72
C -0.95 4.39 -0.56
C -0.18 5.10 -1.51
H 1.76 5.77 -2.10
H 2.89 4.71 -0.15
H 1.60 3.46 1.50
H -3.07 2.42 2.02
H -4.17 3.49 0.08
H -2.83 4.72 -1.58
H -0.68 5.55 -2.36
C -0.81 -5.48 2.95
O -0.83 -5.08 1.59
C -2.04 -4.97 0.98
C -3.25 -5.30 1.57
C -4.44 -5.12 0.88
C -4.44 -4.59 -0.40
C -3.22 -4.25 -0.98
C -2.02 -4.44 -0.32
N -0.77 -4.10 -0.90
C 1.28 -2.78 -0.30
C 1.74 -3.22 1.05
C 2.35 -4.44 1.32
C 2.78 -4.75 2.61
C 2.58 -3.83 3.63
C 1.96 -2.62 3.38
C 1.53 -2.29 2.09
O 0.97 -1.11 1.83
H 0.24 -5.48 3.24
H -1.22 -6.48 3.07
H -1.36 -4.78 3.57
H -3.28 -5.71 2.57
H -5.38 -5.38 1.36
H -5.37 -4.42 -0.93
H -3.20 -3.82 -1.98
H -0.81 -4.19 -1.91
H 1.49 -1.70 -0.29
H 2.49 -5.15 0.52
H 3.26 -5.70 2.80
H 2.93 -4.06 4.63
H 1.80 -1.90 4.17
Te -0.27 2.00 3.12
C -0.52 3.58 4.48
C 0.35 4.59 4.77
C -0.12 5.44 5.81
C -1.33 5.04 6.30
S -1.90 3.65 5.50
H 1.29 4.72 4.25
H 0.42 6.30 6.18
H -1.91 5.50 7.08

***

3.
The following is a quantum chemistry calculation of C40H34N5O2S3ScSe4 as an isolated structure, from the OMol25 dataset.

```
89
C40H34N5O2S3ScSe4 ωB97M-V/def2-TZVPD
Sc 1.22 -3.22 0.10
N 2.16 -1.37 -0.43
S 2.27 0.06 -0.21
N 1.04 1.05 -0.79
S -0.20 1.57 -0.05
N -1.17 0.66 0.74
S -1.33 -0.94 0.30
N -0.26 -1.82 0.72
C -1.77 -0.82 -1.44
C -2.99 -0.27 -1.80
C -3.30 -0.14 -3.14
C -2.38 -0.54 -4.10
C -1.15 -1.06 -3.73
C -0.83 -1.21 -2.38
C -2.88 -1.30 1.10
C -3.63 -2.35 0.58
C -4.72 -2.81 1.29
C -5.05 -2.23 2.51
C -4.28 -1.20 3.02
C -3.19 -0.73 2.32
C -1.07 2.45 -1.33
C -0.58 2.50 -2.63
C -1.29 3.21 -3.58
C -2.47 3.85 -3.23
C -2.95 3.79 -1.92
C -2.25 3.08 -0.97
C 0.15 2.89 1.09
C 0.91 3.95 0.60
C 1.19 5.01 1.44
C 0.70 5.01 2.75
C -0.05 3.94 3.22
C -0.34 2.87 2.38
C 3.63 0.78 -1.11
C 3.51 1.90 -1.91
C 4.62 2.35 -2.60
C 5.83 1.68 -2.49
C 5.93 0.55 -1.69
C 4.82 0.08 -1.00
C 2.55 0.66 1.46
C 3.36 1.77 1.69
C 3.56 2.20 2.99
C 2.95 1.53 4.05
C 2.13 0.44 3.80
C 1.92 0.00 2.50
H -3.70 0.04 -1.04
H -4.25 0.28 -3.44
H -2.62 -0.44 -5.15
H -0.43 -1.38 -4.48
H 0.12 -1.62 -2.08
H -3.34 -2.80 -0.37
H -5.32 -3.62 0.89
H -5.91 -2.60 3.06
H -4.54 -0.76 3.98
H -2.56 0.07 2.71
H 0.34 1.97 -2.87
H -0.93 3.25 -4.60
H -3.02 4.40 -3.98
H -3.87 4.29 -1.66
H -2.60 3.01 0.06
H 1.28 3.93 -0.42
H 1.78 5.84 1.08
H 0.93 5.84 3.40
H -0.41 3.94 4.24
H -0.92 2.02 2.72
H 2.56 2.41 -1.99
H 4.55 3.23 -3.24
H 6.70 2.03 -3.03
H 6.87 0.01 -1.60
H 4.87 -0.82 -0.40
H 3.85 2.27 0.87
H 4.20 3.06 3.18
H 3.12 1.86 5.06
H 1.67 -0.10 4.62
H 1.30 -0.86 2.30
Se 2.54 -3.42 2.43
Se 4.48 -3.29 1.12
Se 4.26 -5.01 -0.42
Se 2.62 -4.31 -1.94
O -0.78 -5.76 2.69
C -1.02 -5.55 1.53
C -2.25 -6.09 0.79
C -2.08 -5.59 -0.65
C -0.89 -4.66 -0.51
O -0.50 -3.85 -1.37
N -0.26 -4.78 0.66
H -3.14 -5.68 1.27
H -2.29 -7.17 0.88
H -2.94 -5.06 -1.06
H -1.80 -6.38 -1.34
```

Per-atom Löwdin charges, elementary charge units:
1 Sc 0.3286
2 N -0.3575
3 S 0.7951
4 N -0.3485
5 S 0.8603
6 N -0.3447
7 S 0.8028
8 N -0.2985
9 C -0.3137
10 C -0.0775
11 C -0.0672
12 C -0.0664
13 C -0.0414
14 C -0.0664
15 C -0.3073
16 C -0.0643
17 C -0.0605
18 C -0.0651
19 C -0.0622
20 C -0.0562
21 C -0.3091
22 C -0.0560
23 C -0.0563
24 C -0.0630
25 C -0.0592
26 C -0.0619
27 C -0.3087
28 C -0.0607
29 C -0.0571
30 C -0.0604
31 C -0.0542
32 C -0.0520
33 C -0.3159
34 C -0.0761
35 C -0.0724
36 C -0.0700
37 C -0.0484
38 C -0.0480
39 C -0.2901
40 C -0.0635
41 C -0.0688
42 C -0.0688
43 C -0.0562
44 C -0.1094
45 H 0.1199
46 H 0.1090
47 H 0.1078
48 H 0.1188
49 H 0.0824
50 H 0.1137
51 H 0.1116
52 H 0.1084
53 H 0.1088
54 H 0.0985
55 H 0.1055
56 H 0.1132
57 H 0.1094
58 H 0.1110
59 H 0.1220
60 H 0.1164
61 H 0.1123
62 H 0.1102
63 H 0.1131
64 H 0.1019
65 H 0.0809
66 H 0.1050
67 H 0.1064
68 H 0.1138
69 H 0.0646
70 H 0.1118
71 H 0.1081
72 H 0.1072
73 H 0.1163
74 H 0.0267
75 Se 0.0467
76 Se -0.0937
77 Se -0.0932
78 Se -0.0238
79 O 0.0797
80 C -0.4689
81 C -0.0764
82 C -0.0753
83 C -0.5418
84 O -0.1132
85 N 0.0613
86 H 0.1078
87 H 0.1182
88 H 0.1071
89 H 0.1276

***

4.
85
Properties=species:S:1:pos:R:3 method="wB97M-V/def2-TZVPD" total_charge=+3 s2=2.0246 spin_multiplicity=3 e_above_lowest_kcal_mol=14.96
Mo 0.01 -0.22 -0.41
O -0.11 1.05 2.66
S -0.07 -0.27 2.08
C 1.43 -1.07 2.70
C 1.54 -1.59 3.98
C 2.76 -2.10 4.40
C 3.86 -2.09 3.55
C 3.75 -1.56 2.27
C 2.53 -1.05 1.84
P 2.35 -0.30 0.20
C 3.07 -1.44 -1.00
C 4.44 -1.66 -1.16
C 4.87 -2.62 -2.06
C 3.95 -3.33 -2.82
C 2.59 -3.09 -2.69
C 2.15 -2.16 -1.77
C 3.33 1.21 0.22
C 3.92 1.65 -0.97
C 4.80 2.71 -0.94
C 5.09 3.34 0.27
C 4.46 2.94 1.44
C 3.56 1.88 1.42
C -1.31 -1.34 2.80
C -1.73 -1.26 4.11
C -2.58 -2.24 4.61
C -2.98 -3.29 3.79
C -2.59 -3.34 2.45
C -1.75 -2.35 1.95
P -1.22 -2.26 0.20
C -2.70 -2.18 -0.83
C -3.66 -3.20 -0.89
C -4.77 -3.03 -1.69
C -4.93 -1.89 -2.45
C -3.96 -0.89 -2.43
C -2.85 -1.04 -1.62
C -0.39 -3.83 -0.14
C 0.46 -4.38 0.81
C 1.11 -5.57 0.54
C 0.93 -6.19 -0.69
C 0.10 -5.63 -1.65
C -0.56 -4.44 -1.39
H 0.70 -1.58 4.65
H 2.85 -2.50 5.40
H 4.81 -2.48 3.89
H 4.61 -1.53 1.62
H 5.16 -1.07 -0.61
H 5.93 -2.80 -2.19
H 4.30 -4.06 -3.53
H 1.89 -3.62 -3.32
H 1.06 -1.93 -1.66
H 3.71 1.14 -1.90
H 5.29 3.03 -1.85
H 5.82 4.14 0.30
H 4.67 3.44 2.37
H 3.08 1.56 2.34
H -1.41 -0.43 4.73
H -2.90 -2.20 5.64
H -3.62 -4.07 4.18
H -2.94 -4.15 1.83
H -3.52 -4.11 -0.33
H -5.52 -3.81 -1.72
H -5.81 -1.76 -3.06
H -4.07 -0.01 -3.05
H -2.06 -0.26 -1.61
H 0.59 -3.89 1.77
H 1.75 -6.01 1.28
H 1.43 -7.12 -0.90
H -0.06 -6.12 -2.60
H -1.22 -4.01 -2.13
F 0.35 0.45 -2.16
C -4.93 2.07 -0.23
C -4.06 2.46 0.97
C -2.64 2.46 0.56
N -1.89 1.42 0.48
N -0.68 1.64 -0.03
C -0.46 2.91 -0.39
N 0.66 3.34 -0.98
S -1.83 3.91 -0.02
H -5.97 2.21 0.03
H -4.77 1.03 -0.51
H -4.71 2.70 -1.09
H -4.22 1.74 1.77
H -4.35 3.45 1.32
H 1.38 2.69 -1.25
H 0.73 4.29 -1.29

***

5.
82
Properties=species:S:1:pos:R:3 method="wB97M-V/def2-TZVPD" total_charge=-1 e_above_lowest_kcal_mol=17.96
Pd -1.71 0.18 0.20
C 5.05 0.04 -1.46
C 4.13 0.35 -0.26
C 4.98 0.82 0.94
C 3.16 1.45 -0.62
C 3.62 2.66 -1.13
C 2.75 3.71 -1.40
C 1.41 3.59 -1.11
C 0.92 2.40 -0.59
P -0.85 2.19 -0.15
C -1.56 2.54 -1.81
C -1.73 1.41 -2.61
C -2.22 1.52 -3.90
C -2.56 2.77 -4.40
C -2.41 3.89 -3.60
C -1.90 3.79 -2.32
C -1.14 3.71 0.81
C -0.17 4.21 1.67
C -0.47 5.25 2.53
C -1.76 5.76 2.59
C -2.74 5.25 1.75
C -2.43 4.24 0.86
C 1.79 1.32 -0.40
O 1.22 0.16 0.01
C 1.99 -0.96 0.13
C 1.29 -2.16 0.28
C 2.01 -3.32 0.53
C 3.39 -3.27 0.62
C 4.06 -2.09 0.39
C 3.38 -0.92 0.10
P -0.59 -2.06 0.05
C -0.81 -2.42 1.84
C -0.90 -1.35 2.73
C -1.04 -1.57 4.09
C -1.08 -2.87 4.58
C -0.94 -3.94 3.72
C -0.81 -3.72 2.36
C -0.83 -3.68 -0.74
C -0.01 -4.07 -1.80
C -0.29 -5.22 -2.52
C -1.42 -5.97 -2.23
C -2.24 -5.59 -1.17
C -1.93 -4.47 -0.43
H 5.62 0.93 -1.74
H 4.46 -0.28 -2.31
H 5.76 -0.74 -1.21
H 5.51 1.73 0.69
H 5.70 0.05 1.21
H 4.34 1.02 1.79
H 4.67 2.80 -1.32
H 3.14 4.63 -1.81
H 0.74 4.42 -1.27
H -1.45 0.42 -2.22
H -2.33 0.64 -4.52
H -2.98 2.86 -5.39
H -2.68 4.87 -3.99
H -1.78 4.67 -1.71
H 0.83 3.79 1.66
H 0.30 5.65 3.18
H -2.00 6.55 3.28
H -3.76 5.62 1.81
H -3.20 3.85 0.21
H 1.49 -4.26 0.64
H 3.95 -4.17 0.85
H 5.14 -2.08 0.43
H -0.85 -0.32 2.35
H -1.13 -0.74 4.77
H -1.23 -3.04 5.64
H -0.93 -4.95 4.10
H -0.73 -4.56 1.69
H 0.85 -3.47 -2.07
H 0.37 -5.52 -3.32
H -1.66 -6.84 -2.82
H -3.13 -6.17 -0.94
H -2.57 -4.20 0.40
C -3.98 -2.08 -0.25
O -2.65 -1.69 -0.28
H -4.60 -1.35 -0.80
H -4.38 -2.16 0.78
H -4.10 -3.05 -0.74
I -3.57 1.16 1.62
I -5.77 2.45 3.49

***

no.,total energy (eV),F_max (eV/A)
1,-151803.373,1.81
2,-121099.465,0.53
3,-368167.217,0.79
4,-93362.812,2.23
5,-84404.903,1.40